(1)
DFT (ωB97M-V with the def2-TZVPD basis set) results for a structure of composition C33H26CoN4O2PS2 at a distorted geometry.

Structure (XYZ):
```
69
Properties=species:S:1:pos:R:3:forces:R:3
Co 0.640 0.980 0.036 -0.023 0.220 -0.329
O 0.650 2.832 -0.086 0.087 0.259 -0.077
C 0.553 3.597 0.970 0.129 -0.060 -0.064
C -0.102 4.841 0.857 0.052 -0.002 0.044
C -0.219 5.673 1.945 -0.015 0.009 0.003
C 0.326 5.331 3.190 0.000 0.018 0.004
C 0.998 4.138 3.314 -0.042 -0.034 -0.023
C 1.109 3.259 2.227 -0.239 -0.066 0.097
C 1.899 2.063 2.323 0.302 0.093 -0.023
N 1.887 1.170 1.408 -0.144 -0.552 0.497
N 2.917 0.239 1.325 0.014 -0.097 -0.134
C 3.061 0.006 0.044 0.099 0.088 0.036
O 2.331 0.566 -0.865 -0.142 0.134 -0.220
C 4.078 -0.983 -0.393 -0.003 0.016 0.002
C 4.496 -0.995 -1.718 -0.004 -0.036 -0.014
C 5.404 -1.950 -2.149 -0.001 0.002 0.010
C 5.884 -2.904 -1.263 0.014 0.001 0.001
C 5.460 -2.898 0.060 -0.011 0.008 0.003
C 4.562 -1.938 0.497 0.083 0.024 0.003
H -0.522 5.101 -0.106 0.013 0.022 -0.004
H -0.747 6.613 1.836 0.002 0.004 -0.002
H 0.224 5.998 4.034 0.015 0.009 -0.002
H 1.449 3.859 4.259 -0.003 -0.003 0.003
H 2.632 1.947 3.119 0.094 0.076 -0.065
H 4.095 -0.257 -2.400 -0.006 -0.005 0.007
H 5.732 -1.955 -3.181 0.007 0.003 -0.001
H 6.592 -3.651 -1.602 -0.010 -0.010 -0.004
H 5.830 -3.645 0.751 0.011 0.005 0.004
H 4.228 -1.914 1.526 -0.010 0.000 0.001
S -0.931 1.036 -1.760 0.051 0.211 -0.242
P -2.149 0.739 -0.234 -0.781 -0.425 0.574
S -1.133 1.059 1.475 -0.139 0.218 0.068
C -3.613 1.807 -0.215 0.043 0.082 -0.337
C -3.459 3.108 -0.691 0.032 -0.017 -0.009
C -4.520 3.996 -0.645 -0.009 0.017 0.000
C -5.743 3.591 -0.129 0.009 -0.015 0.005
C -5.905 2.294 0.334 0.007 0.020 0.010
C -4.843 1.402 0.293 -0.010 -0.063 -0.017
C -2.769 -0.975 -0.171 0.054 -0.048 -0.196
C -2.658 -1.789 -1.292 -0.077 0.052 -0.009
C -3.067 -3.115 -1.237 0.013 -0.004 -0.019
C -3.593 -3.632 -0.064 -0.001 0.019 0.024
C -3.704 -2.823 1.062 -0.007 -0.018 -0.018
C -3.285 -1.504 1.011 0.020 0.052 0.034
H -2.505 3.409 -1.108 0.012 0.018 0.033
H -4.395 5.004 -1.019 0.004 0.002 0.007
H -6.573 4.286 -0.093 -0.005 -0.003 -0.009
H -6.862 1.970 0.721 0.004 0.004 0.013
H -4.987 0.389 0.645 0.003 0.002 -0.013
H -2.236 -1.380 -2.202 0.028 -0.039 -0.004
H -2.967 -3.745 -2.112 -0.001 0.004 -0.002
H -3.914 -4.665 -0.021 0.006 -0.002 0.002
H -4.111 -3.224 1.981 0.006 0.001 0.001
H -3.342 -0.885 1.899 0.022 -0.008 0.009
N 0.847 -3.019 0.860 -0.056 -0.064 0.016
C 0.423 -1.760 1.073 -0.109 0.070 -0.014
N 0.435 -1.032 -0.016 0.686 -0.160 0.491
C 0.910 -1.874 -1.026 -0.227 0.055 -0.118
C 1.108 -1.637 -2.385 0.091 -0.068 -0.043
C 1.590 -2.682 -3.145 -0.036 -0.006 0.025
C 1.873 -3.937 -2.580 -0.003 -0.013 -0.015
C 1.666 -4.187 -1.241 -0.024 0.004 0.004
C 1.173 -3.130 -0.483 -0.032 0.004 -0.020
H 0.897 -3.740 1.557 0.002 -0.002 -0.006
H 0.092 -1.399 2.033 0.080 0.018 0.014
H 0.908 -0.666 -2.809 0.045 -0.036 -0.003
H 1.761 -2.533 -4.203 0.012 0.006 0.000
H 2.260 -4.725 -3.213 0.005 -0.001 0.001
H 1.876 -5.154 -0.804 0.010 0.002 0.005
```
Positions in Å, forces in eV/Å.

Calculated values
Lowest unoccupied orbital energy = 0.23 eV
HOMO level = -0.27100 Ha
ΔE to the lowest compared entry with this formula, charge and spin = 0.0000 eV
Charge = 0
Frontier orbital gap = 7.6 eV
Multiplicity = 1
Largest force on an atom = 1.06 eV/A

Mulliken population analysis, charges in e, atoms 1 to 4: atom 1 (Co): -0.654, atom 2 (O): -0.729, atom 3 (C): 1.020, atom 4 (C): -0.533

***

(2)
DFT (ωB97M-V with the def2-TZVPD basis set) results for a cluster of 6 separate species, C33H26F40NO7PS in total at a distorted geometry.

Structure (XYZ):
```
109
Properties=species:S:1:pos:R:3:forces:R:3
F 7.021 -1.378 -2.251 -0.045 0.184 0.002
C 6.774 -0.909 -1.013 -0.339 -0.612 0.142
F 5.418 -0.851 -0.894 -0.058 0.286 0.177
C 7.386 0.472 -0.772 0.203 0.905 -0.252
F 6.846 1.395 -1.605 -0.025 -0.392 -0.070
F 7.047 0.866 0.494 0.175 -0.178 -0.624
C 8.924 0.546 -0.865 0.652 0.384 0.386
O 9.477 1.011 -2.104 -0.715 -1.083 -0.782
C 9.668 0.056 -3.127 0.608 0.364 1.777
F 9.459 -1.180 -2.638 0.033 -0.022 -0.548
F 10.983 0.113 -3.446 -0.307 0.111 -0.411
C 8.829 0.356 -4.373 -0.464 0.286 -0.601
F 7.508 0.370 -4.091 0.269 0.036 0.176
F 9.018 -0.593 -5.321 0.301 -0.052 0.270
H 7.138 -1.635 -0.285 0.062 0.110 -0.094
H 9.232 1.304 -0.139 -0.227 0.053 -0.203
H 9.408 -0.373 -0.524 -0.276 -0.055 -0.210
H 9.094 1.329 -4.797 0.172 -0.027 0.161
F 2.381 1.685 -6.208 -0.109 0.115 0.066
C 1.197 1.796 -6.837 0.238 -0.468 -0.758
F 1.482 2.007 -8.147 -0.295 0.201 0.076
C 0.345 2.941 -6.289 0.086 0.883 0.409
F 0.952 4.136 -6.488 0.110 -0.310 -0.023
F -0.810 2.983 -7.018 0.141 -0.460 0.083
C -0.068 2.827 -4.806 -0.689 0.149 0.499
O 0.719 3.559 -3.857 1.289 -0.691 -0.394
C 1.887 2.935 -3.366 -1.896 -0.235 -0.417
F 1.915 1.650 -3.767 0.495 0.147 0.289
F 1.750 2.901 -2.016 0.100 0.296 -0.535
C 3.163 3.702 -3.728 0.737 0.543 -0.173
F 3.311 3.813 -5.066 -0.306 -0.071 0.196
F 4.259 3.057 -3.263 -0.402 -0.196 0.205
H 0.669 0.841 -6.762 -0.130 0.059 0.107
H -1.059 3.284 -4.735 0.231 0.133 -0.127
H -0.221 1.790 -4.494 0.286 0.057 -0.182
H 3.145 4.710 -3.305 -0.186 -0.093 0.123
F -5.169 -0.356 -1.284 0.012 -0.116 0.068
C -5.764 -0.547 -0.092 0.142 0.671 0.340
F -4.804 -0.330 0.848 -0.194 -0.294 0.192
C -6.345 -1.953 0.057 0.110 -0.940 -0.425
F -5.367 -2.889 0.007 0.008 0.346 -0.030
F -6.887 -2.046 1.310 0.051 0.389 -0.100
C -7.458 -2.333 -0.942 -0.693 -0.468 -0.071
O -7.059 -3.104 -2.083 1.041 1.071 -0.383
C -6.571 -2.397 -3.204 -1.632 -0.189 0.956
F -6.770 -1.076 -3.030 0.336 -0.065 -0.410
F -7.361 -2.758 -4.242 0.527 -0.110 -0.054
C -5.115 -2.744 -3.529 0.724 -0.314 -0.141
F -4.294 -2.456 -2.495 -0.297 -0.044 -0.012
F -4.674 -2.028 -4.591 -0.399 0.046 0.023
H -6.535 0.216 0.041 -0.119 -0.138 0.019
H -8.137 -2.996 -0.400 0.333 -0.036 -0.041
H -8.078 -1.477 -1.223 0.336 0.044 0.007
H -5.009 -3.808 -3.757 -0.235 0.024 0.008
F -11.786 1.365 3.080 0.031 -0.156 0.023
C -12.869 0.808 3.653 -0.461 0.780 0.251
F -13.160 1.575 4.735 -0.060 -0.348 0.077
C -12.629 -0.641 4.079 0.694 -0.608 0.329
F -11.663 -0.715 5.026 -0.085 0.251 -0.210
F -13.772 -1.091 4.676 -0.090 0.295 -0.395
C -12.298 -1.632 2.944 -0.201 -0.806 -0.217
O -10.913 -1.939 2.735 0.417 1.477 -0.243
C -10.174 -1.066 1.909 -1.637 -1.104 0.078
F -11.008 -0.196 1.309 0.556 0.165 -0.116
F -9.665 -1.838 0.916 0.252 0.259 0.232
C -9.027 -0.377 2.656 0.567 0.136 0.702
F -9.482 0.358 3.692 -0.125 -0.239 -0.252
F -8.359 0.473 1.835 -0.202 -0.165 -0.337
H -13.710 0.881 2.959 -0.010 -0.173 -0.033
H -12.737 -2.588 3.244 0.181 0.159 0.175
H -12.804 -1.379 2.008 0.154 0.263 0.161
H -8.320 -1.111 3.047 -0.142 -0.108 -0.161
F 5.524 -3.482 3.711 0.174 0.065 -0.025
C 5.742 -2.609 2.709 -0.714 -0.206 -0.502
F 5.727 -3.338 1.562 0.309 0.220 -0.131
C 7.074 -1.872 2.850 0.780 -0.229 0.582
F 8.118 -2.736 2.786 -0.271 -0.054 -0.024
F 7.205 -1.046 1.768 -0.355 -0.479 0.702
C 7.226 -0.991 4.107 0.332 0.785 0.229
O 7.939 -1.559 5.214 -0.919 -1.193 0.004
C 7.203 -2.360 6.116 -0.006 1.804 -0.579
F 5.889 -2.263 5.842 0.101 -0.416 0.336
F 7.372 -1.795 7.335 0.186 -0.501 -0.034
C 7.701 -3.808 6.155 0.363 -0.719 -0.016
F 7.608 -4.397 4.942 0.015 0.308 0.084
F 6.957 -4.551 7.009 -0.081 0.396 0.072
H 4.904 -1.907 2.667 0.075 0.144 0.018
H 7.843 -0.141 3.805 0.057 -0.258 -0.051
H 6.278 -0.544 4.420 -0.017 -0.330 -0.102
H 8.746 -3.853 6.473 -0.050 0.227 0.045
O 2.582 3.832 2.834 -1.945 -4.083 -2.522
C 2.125 2.822 2.251 -0.776 2.256 1.657
C 0.650 2.520 1.735 -2.080 -1.510 -0.758
C -0.554 3.453 1.476 0.020 -4.422 -0.382
C -1.870 2.750 0.994 2.946 -1.733 0.686
C -1.969 1.192 0.796 3.430 1.861 1.080
C -0.707 0.298 1.053 0.097 3.303 0.564
C 0.597 0.980 1.515 -2.607 2.112 -0.221
C 2.043 0.401 1.851 -1.394 -1.554 -0.401
O 2.383 -0.800 1.959 -0.815 4.760 -0.439
N 2.915 1.606 1.955 -0.372 -0.990 -1.052
P 3.604 2.045 0.349 1.611 1.774 0.757
S 5.058 3.288 0.677 -0.227 -0.331 -0.422
H -0.453 4.575 1.639 -0.291 -1.800 -0.290
H -2.766 3.419 0.785 1.311 -1.192 0.303
H -2.962 0.733 0.462 1.850 0.773 0.568
H -0.740 -0.840 0.910 0.003 2.014 0.237
H 2.568 2.789 -0.319 0.398 -1.275 0.709
H 3.966 0.873 -0.386 -0.750 0.163 0.566
```
Positions in Å, forces in eV/Å.

Calculated values
Lowest unoccupied orbital energy = -1.35 eV
HOMO level = -0.31424 Ha
Charge = 0
Frontier orbital gap = 7.2 eV
Structure (SMILES) = FC(F)C(F)(F)COC(F)(F)C(F)F.FC(F)C(F)(F)COC(F)(F)C(F)F.FC(F)C(F)(F)COC(F)(F)C(F)F.FC(F)C(F)(F)COC(F)(F)C(F)F.FC(F)C(F)(F)COC(F)(F)C(F)F.O=C1c2ccccc2C(=O)N1[PH2]=S
Multiplicity = 1
Largest force on an atom = 5.18 eV/A

Mulliken population analysis, charges in e, atoms 1 to 4: atom 1 (F): -0.250, atom 2 (C): 0.261, atom 3 (F): -0.241, atom 4 (C): 1.271

***

What is the formula in the second record? C33H26F40NO7PS